(1)
107
Properties=species:S:1:pos:R:3:forces:R:3 method="wB97M-V/def2-TZVPD" energy_ha=-5654.02589 charge=+1 homo_ha=-0.4076 largest_force_ev_per_a=0.6
Ga -0.011590 -0.179628 0.499728 -0.474 -0.184 0.310
C -2.307198 -5.076850 -0.314678 -0.008 0.001 0.023
C -1.546249 -4.227260 0.709978 0.018 0.056 0.002
C -1.850426 -4.749718 2.118774 -0.008 0.040 0.009
C -0.055125 -4.231924 0.426011 0.009 0.017 -0.069
C 0.627974 -5.418335 0.667314 -0.011 -0.019 -0.015
C 1.968782 -5.557767 0.365713 0.023 -0.015 -0.001
C 2.646026 -4.494063 -0.192927 0.028 0.025 0.081
C 2.011445 -3.281233 -0.442031 -0.029 0.015 0.027
C 2.829358 -2.186556 -1.092270 -0.049 0.067 0.030
C 4.097124 -1.887450 -0.290303 -0.019 0.005 -0.026
C 3.178254 -2.545867 -2.538353 -0.060 0.054 -0.054
C 0.653186 -3.142974 -0.121335 -0.010 -0.093 -0.016
N -0.045613 -1.910209 -0.411355 0.102 0.077 -0.056
C -0.916282 -1.962342 -1.464752 -0.072 -0.057 0.016
O -1.051428 -2.864654 -2.265467 0.011 -0.025 -0.014
C -1.775515 -0.718861 -1.597293 0.008 0.023 -0.039
C -2.604166 -0.396183 -2.653695 0.010 -0.008 0.004
C -3.131633 0.894407 -2.687467 0.000 -0.002 0.000
C -2.775076 1.845555 -1.732315 0.001 -0.001 -0.002
C -1.937649 1.440938 -0.711454 -0.012 -0.014 0.020
N -1.558028 0.173894 -0.644795 0.061 0.076 -0.074
C -1.250828 2.331018 0.309196 0.059 0.073 -0.056
O -1.581230 3.494765 0.405600 -0.068 -0.006 0.110
N -0.265118 1.686212 1.002036 0.203 0.039 -0.116
C 0.274084 2.377570 2.153309 -0.011 -0.091 0.081
C -0.528516 2.493242 3.301704 0.040 -0.055 -0.013
C -0.012800 3.137889 4.421909 -0.034 0.013 0.036
C 1.265605 3.654256 4.433037 0.012 0.011 0.028
C 2.044996 3.540569 3.298102 -0.017 0.015 0.007
C 1.570839 2.921950 2.146455 -0.072 -0.041 0.003
C 2.498124 2.930496 0.949907 0.022 0.082 -0.060
C 1.922555 3.717560 -0.228571 0.148 -0.020 -0.010
C 3.030997 1.545540 0.603775 -0.118 -0.254 0.036
C -1.945830 1.961768 3.401597 0.042 -0.027 0.033
C -2.109601 1.055936 4.626187 0.060 0.340 -0.078
C -2.965023 3.103678 3.465821 0.005 -0.014 -0.025
H -3.380833 -5.040836 -0.116884 0.000 0.000 -0.001
H -1.989572 -6.119119 -0.242495 -0.006 0.006 -0.003
H -2.125252 -4.735532 -1.329776 0.010 0.015 -0.031
H -1.906576 -3.198324 0.633883 0.001 0.021 0.012
H -1.713226 -5.830227 2.171481 0.022 0.016 0.015
H -2.893039 -4.559441 2.385685 -0.015 0.004 -0.002
H -1.193825 -4.301421 2.867744 -0.011 0.036 0.026
H 0.090248 -6.263671 1.078138 0.009 0.010 -0.004
H 2.477309 -6.494402 0.552074 -0.003 -0.005 -0.006
H 3.691793 -4.605199 -0.450681 -0.016 -0.012 0.000
H 2.215359 -1.287717 -1.131325 0.062 0.032 0.072
H 4.767057 -2.748258 -0.289251 0.019 0.034 0.006
H 3.870517 -1.650849 0.750628 -0.017 0.037 0.035
H 4.642931 -1.050122 -0.725490 0.009 0.058 -0.018
H 3.814106 -3.431762 -2.581925 -0.012 -0.012 0.019
H 3.721330 -1.725746 -3.015140 0.001 -0.003 -0.002
H 2.277331 -2.750224 -3.119169 -0.004 -0.012 -0.005
H -2.790261 -1.123335 -3.431075 -0.007 0.007 -0.003
H -3.785658 1.179268 -3.501244 0.000 -0.001 -0.001
H -3.098224 2.875328 -1.785840 -0.003 -0.001 -0.003
H -0.631032 3.237352 5.305041 0.006 0.007 -0.002
H 1.649482 4.151435 5.313781 0.000 -0.005 0.007
H 3.043622 3.960799 3.289945 -0.008 -0.007 -0.003
H 3.379711 3.492229 1.270085 -0.012 0.004 0.020
H 1.007857 3.284890 -0.613333 -0.157 -0.114 -0.106
H 2.653838 3.775153 -1.039398 -0.013 -0.015 -0.006
H 1.690372 4.734555 0.088038 -0.009 -0.007 -0.019
H 2.237167 0.813928 0.396869 0.055 0.084 0.014
H 3.624545 1.147473 1.427494 0.037 0.006 0.013
H 3.656321 1.572553 -0.287692 0.068 -0.023 -0.079
H -2.158883 1.364896 2.510509 0.007 0.047 -0.006
H -2.019630 1.625013 5.552462 -0.007 0.024 -0.047
H -1.349857 0.271909 4.657659 -0.119 0.343 0.040
H -3.103256 0.600377 4.636013 0.104 0.241 0.021
H -2.855958 3.651256 4.404196 0.006 0.020 -0.018
H -3.982069 2.707963 3.429329 -0.015 0.003 0.009
H -2.831507 3.802708 2.642588 0.002 -0.001 -0.037
Cl 3.730219 1.525457 -3.787136 -0.013 0.008 0.005
C 1.973152 1.463809 -3.963533 0.022 -0.024 0.019
Cl 1.316006 3.065585 -4.295625 -0.003 0.016 -0.003
Cl 1.507022 0.311055 -5.213847 -0.002 -0.003 -0.005
C 1.412230 0.998898 -2.689031 0.007 0.010 -0.029
N 0.984344 0.632201 -1.694097 0.042 0.094 0.035
C -2.464533 -1.325896 2.613091 -0.021 -0.098 -0.073
C -1.040083 -1.392354 3.030535 -0.141 -0.093 -0.152
N -0.007046 -0.913982 2.359089 0.384 0.056 -0.029
C 1.126108 -1.107259 3.131583 -0.076 -0.015 0.056
C 0.760220 -1.718244 4.279428 0.003 -0.004 -0.026
N -0.605919 -1.900693 4.197174 0.110 -0.275 -0.107
C -1.426380 -2.523181 5.224730 -0.014 0.048 -0.027
N -1.799475 -1.587742 6.238290 -0.148 -0.145 0.223
N -0.840751 -1.053716 7.038142 -0.003 -0.022 -0.011
N -1.370637 -0.199545 7.818239 -0.018 0.015 0.002
C -2.725680 -0.141606 7.553715 -0.009 -0.078 0.033
C -3.728919 0.648942 8.121948 0.006 0.001 -0.002
C -5.000542 0.499780 7.622337 0.013 0.025 0.001
C -5.282695 -0.417135 6.586959 0.010 -0.012 -0.017
C -4.306050 -1.204413 6.020450 -0.021 -0.068 0.080
C -3.015402 -1.039295 6.530247 0.013 -0.127 0.136
H -2.543542 -0.851091 1.636118 -0.007 -0.038 -0.002
H -3.040380 -0.733407 3.324814 0.034 -0.138 -0.132
H -2.905552 -2.317959 2.543711 -0.003 -0.079 -0.024
H 2.100492 -0.786899 2.808233 0.034 0.012 -0.015
H 1.321531 -2.021303 5.145135 -0.001 0.001 0.001
H -0.860167 -3.348036 5.653128 0.023 0.038 0.025
H -2.330281 -2.916419 4.765861 0.011 -0.039 0.003
H -3.501175 1.344429 8.917671 -0.002 0.000 0.004
H -5.809323 1.089789 8.030734 -0.003 -0.002 -0.004
H -6.301525 -0.505651 6.233677 0.000 0.000 -0.003
H -4.539667 -1.912375 5.235369 -0.002 -0.003 -0.003


(2)
111
Properties=species:S:1:pos:R:3:forces:R:3 method="wB97M-V/def2-TZVPD" energy_ha=-6605.35274 spin_multiplicity=2 charge=+1 homo_ha="-0.3698 / -0.3871" largest_force_ev_per_a=1.6
In -0.064886 -0.003003 0.187547 -0.097 -0.026 0.780
S 2.786127 2.568908 4.662952 -0.358 0.499 0.203
C 3.301398 3.394827 6.058533 -0.200 -0.064 -0.061
C 2.407395 4.339107 6.476594 0.374 -0.121 0.099
C 1.280798 4.413867 5.649068 -0.203 -0.385 -0.591
C 1.318562 3.513372 4.604166 0.753 -0.008 0.668
C 0.352017 3.302050 3.560125 -0.877 0.141 -0.662
C 0.467471 2.158369 2.733108 0.494 0.128 0.633
N -0.324059 1.894553 1.727760 0.110 -1.134 -1.039
C -1.352242 2.715439 1.449094 -0.277 0.724 0.413
C -1.590409 3.868331 2.238308 0.127 -0.651 -0.399
C -2.714072 4.695185 1.937139 -0.219 0.026 -0.256
C -3.561105 4.389334 0.927351 0.159 0.200 0.322
C -3.363543 3.227078 0.124269 0.534 -0.395 0.102
C -4.245153 2.855837 -0.894331 0.294 -0.500 -0.252
C -4.018083 1.694997 -1.626705 0.295 0.511 0.668
C -2.859822 0.954563 -1.308750 -0.442 -0.078 -0.558
N -2.022635 1.303619 -0.367085 1.306 -0.750 0.411
C -2.243594 2.397245 0.376388 -0.476 0.655 0.068
C -4.930210 1.233054 -2.643369 -0.467 -0.529 -0.689
C -5.973102 1.907631 -3.231628 0.485 -0.086 0.301
C -6.700789 1.122330 -4.140791 -0.095 -0.312 -0.165
C -6.219736 -0.147614 -4.238725 0.243 0.000 0.121
S -4.847409 -0.401111 -3.245126 -0.399 0.480 0.110
C -0.713140 4.156213 3.290640 0.506 -0.490 0.034
H 4.240694 3.136079 6.505723 0.201 -0.034 0.107
H 2.554415 4.953988 7.345491 0.061 0.104 0.140
H 0.466972 5.093413 5.825428 -0.196 0.129 -0.003
H 1.254155 1.452095 2.948785 -0.030 -0.109 -0.209
H -2.866993 5.574014 2.545704 -0.076 0.090 0.012
H -4.407963 5.021681 0.712862 -0.118 0.079 -0.015
H -5.104861 3.477189 -1.094716 -0.118 0.014 -0.003
H -2.600402 0.053124 -1.850095 -0.040 -0.033 -0.055
H -6.206022 2.938713 -3.037450 -0.021 0.209 0.094
H -7.549601 1.480001 -4.696376 -0.118 0.024 -0.077
H -6.596808 -0.953231 -4.839830 -0.041 -0.107 -0.126
H -0.876449 5.046051 3.879689 0.018 0.095 0.061
C -4.038834 -1.922062 0.895275 0.434 -0.114 0.248
C -2.843145 -2.092588 1.838662 -0.525 0.330 0.329
C -2.621237 -0.815615 2.652862 0.079 -0.286 -0.159
C -3.063336 -3.294371 2.748476 0.163 0.219 -0.128
O -1.678337 -2.268097 1.020884 -0.747 0.321 -0.068
Si -0.302977 -3.098047 1.320114 0.809 0.334 -0.773
S 0.798854 -2.199853 -0.321418 -0.354 1.194 0.278
O -0.362877 -4.667837 0.982151 -0.255 0.066 0.348
C 0.516312 -5.567438 0.280689 0.273 -0.641 -0.306
C -0.197922 -6.918519 0.267758 0.158 0.370 0.095
C 1.860034 -5.652594 0.996394 -0.336 0.033 -0.010
C 0.750365 -5.079035 -1.141980 0.042 0.170 0.213
O 0.166929 -2.642727 2.778666 -0.070 -0.151 0.117
C 0.789770 -3.113910 3.991043 0.107 -0.035 0.515
C 0.441034 -2.068051 5.053539 0.075 -0.248 -0.302
C 0.206320 -4.471188 4.381380 0.036 0.265 -0.192
C 2.301189 -3.202195 3.810993 -0.255 0.296 -0.134
H -4.906799 -1.584098 1.453840 -0.118 0.047 0.066
H -4.282185 -2.870432 0.424105 -0.046 -0.086 -0.158
H -3.804194 -1.186974 0.127473 -0.040 0.069 -0.098
H -3.418279 -0.680533 3.380194 -0.063 0.116 0.049
H -2.602751 0.041896 1.977119 -0.092 0.139 0.024
H -1.664258 -0.876272 3.173974 -0.035 -0.013 0.078
H -4.087056 -3.314041 3.108737 -0.121 -0.018 0.075
H -2.393274 -3.254766 3.600118 0.083 -0.036 0.148
H -2.865702 -4.204865 2.191947 -0.077 -0.264 -0.071
H -0.402955 -7.245903 1.282927 -0.002 -0.069 0.138
H 0.423797 -7.658258 -0.226804 0.064 -0.124 -0.052
H -1.140531 -6.839127 -0.265694 -0.133 0.021 -0.095
H 1.743387 -5.982545 2.023867 -0.016 -0.062 0.147
H 2.344495 -4.679519 0.984212 0.134 0.158 0.020
H 2.509094 -6.353671 0.482149 0.094 -0.113 -0.085
H -0.191039 -4.892952 -1.647687 -0.046 -0.039 -0.114
H 1.336866 -5.801387 -1.701942 0.034 -0.151 -0.042
H 1.316471 -4.141463 -1.115022 0.079 -0.483 -0.271
H -0.636687 -2.027537 5.202117 -0.104 0.026 0.038
H 0.797860 -1.089028 4.740118 0.056 0.086 -0.015
H 0.912364 -2.330417 5.996875 0.040 0.007 0.114
H -0.862037 -4.392383 4.563632 -0.118 -0.021 0.031
H 0.678822 -4.829970 5.291442 0.073 -0.036 0.083
H 0.366477 -5.197879 3.590815 0.029 -0.129 -0.064
H 2.726656 -2.217465 3.622908 -0.011 -0.028 -0.022
H 2.550265 -3.847453 2.975550 0.070 -0.110 -0.061
H 2.753580 -3.605342 4.712674 0.044 -0.071 0.107
C -2.416594 -5.202180 -3.449872 -0.021 0.115 0.101
C -1.767229 -4.528850 -4.477154 0.019 -0.139 -0.068
C -1.370632 -3.221508 -4.319938 0.048 0.253 0.079
C -1.621521 -2.530352 -3.107885 -0.163 -0.765 -0.170
C -2.259452 -3.244674 -2.065822 0.038 0.150 -0.095
C -2.652503 -4.550334 -2.241895 -0.149 -0.072 -0.050
N -1.212912 -1.276135 -2.854585 -0.081 0.120 1.050
C -0.989782 -0.365785 -3.824932 0.129 0.707 -0.894
C -0.028469 0.642735 -3.593202 -0.192 -0.334 0.099
C 0.210702 1.612796 -4.539165 0.093 0.127 -0.072
C -0.536756 1.652625 -5.712118 -0.003 -0.047 0.096
C -1.529217 0.706460 -5.928907 0.117 0.170 -0.151
C -1.750559 -0.297109 -5.014769 0.083 -0.167 0.316
H -2.716174 -6.229699 -3.578952 -0.034 -0.128 -0.022
H -1.552707 -5.045909 -5.400033 0.031 -0.023 -0.099
H -0.819221 -2.722784 -5.101478 0.059 0.020 -0.095
H -2.428192 -2.737563 -1.130807 0.050 0.043 0.098
H -3.132009 -5.083686 -1.433069 -0.059 0.004 0.073
H 0.564767 0.586433 -2.681953 0.034 0.027 -0.111
H 0.991356 2.340424 -4.377199 0.051 0.088 0.047
H -0.352169 2.421071 -6.445365 0.027 0.092 -0.071
H -2.124426 0.754518 -6.827137 -0.100 -0.002 -0.097
H -2.546949 -1.011201 -5.165770 0.011 -0.047 -0.048
F 1.803973 -0.387191 2.053350 0.461 0.528 -0.547
As 3.454729 -0.041394 1.315751 -0.494 0.142 0.558
F 2.522718 0.348631 -0.208671 -0.007 -0.282 0.607
F 3.554399 -1.726697 0.942592 -0.030 0.684 0.015
F 4.940680 0.273446 0.543360 -0.269 0.041 0.071
F 4.135269 -0.279101 2.898206 -0.201 0.021 -0.695
F 3.204706 1.653281 1.704600 0.046 -0.565 -0.151